# 1
Computed, not measured: C33H32ClN3O4RbS5 as an isolated structure, with ωB97M-V/def2-TZVPD.

## Properties
Relative energy (zero: lowest compared OMol25 entry of this formula, charge and spin)   71.0 kJ/mol
HOMO level   -4.526 eV
Frontier orbital gap   6.556 eV
Electronic energy   -114758.5239 eV

```
! RIJCOSX wB97M-V def2-TZVPD def2/J DEFGRID3
* xyz -1 1
Rb -1.04 -0.04 -0.29
C 1.84 3.47 -1.33
C 2.13 3.64 0.16
S 1.62 2.20 1.14
C 0.71 2.98 2.51
C -0.42 3.94 2.14
S -1.69 3.17 1.10
C -1.91 4.33 -0.26
C -0.69 4.64 -1.13
S 0.12 3.16 -1.79
H 2.37 2.60 -1.72
H 2.21 4.34 -1.87
H 1.65 4.53 0.55
H 3.21 3.79 0.28
H 1.41 3.48 3.18
H 0.28 2.12 3.03
H -0.04 4.83 1.64
H -0.88 4.29 3.07
H -2.34 5.27 0.11
H -2.68 3.83 -0.85
H 0.05 5.21 -0.57
H -1.01 5.26 -1.96
Cl -7.98 1.61 -4.41
C -6.55 1.50 -3.39
C -6.58 2.06 -2.10
C -5.48 2.00 -1.30
C -4.24 1.39 -1.72
O -3.20 1.45 -1.02
C -4.29 0.76 -3.02
C -3.22 -0.08 -3.53
O -2.25 -0.53 -2.94
C -5.43 0.86 -3.83
H -7.49 2.54 -1.75
H -5.49 2.44 -0.30
H -3.36 -0.36 -4.60
H -5.42 0.40 -4.81
O -1.72 -2.07 2.78
S -0.73 -1.01 2.87
O -1.22 0.34 2.68
N 0.50 -1.18 1.91
C 1.16 -2.37 1.75
C 1.12 -3.46 2.61
C 1.92 -4.60 2.40
C 2.78 -4.68 1.34
C 2.85 -3.60 0.42
C 3.72 -3.61 -0.69
C 3.74 -2.55 -1.54
C 2.86 -1.47 -1.30
N 2.04 -1.42 -0.28
C 2.03 -2.46 0.60
C -0.10 -1.05 4.54
C -0.79 -1.71 5.54
C -0.29 -1.71 6.83
C 0.91 -1.06 7.11
C 1.60 -0.41 6.10
C 1.10 -0.40 4.81
H 0.45 -3.44 3.46
H 1.85 -5.42 3.10
H 3.41 -5.55 1.18
H 4.37 -4.46 -0.85
H 4.40 -2.51 -2.40
H 2.84 -0.62 -1.98
H -1.71 -2.22 5.29
H -0.82 -2.22 7.62
H 1.30 -1.06 8.12
H 2.54 0.10 6.32
H 1.63 0.08 4.00
S 0.93 0.45 -4.23
C 1.50 -1.11 -4.36
N 0.86 -2.10 -3.66
C 1.20 -3.41 -3.67
C 2.23 -3.85 -4.42
C 2.94 -2.89 -5.18
C 2.59 -1.58 -5.16
H 0.08 -1.78 -3.10
H 0.59 -4.06 -3.04
H 2.50 -4.90 -4.42
H 3.77 -3.21 -5.80
H 3.12 -0.84 -5.74
*
```



# 2
Computed, not measured: a 2-piece molecular cluster, C10H14BrF4N3PS overall, with ωB97M-V/def2-TZVPD.

## Properties
Relative energy (zero: lowest compared OMol25 entry of this formula, charge and spin)   47.2 kJ/mol
HOMO level   -11.859 eV
Frontier orbital gap   6.759 eV
Electronic energy   -116096.4155 eV

```
! RIJCOSX wB97M-V def2-TZVPD def2/J DEFGRID3
* xyz 1 1
N -3.44 -1.05 -1.04
C -2.25 -0.63 -0.97
N -1.30 -1.38 -0.24
P -1.14 -3.01 -0.82
S -1.55 -3.23 -2.70
N -2.01 0.56 -1.61
Br -1.22 1.85 -0.51
C -1.31 0.40 -2.91
C 0.17 -0.03 -2.87
C 1.14 1.02 -3.27
F 0.79 1.65 -4.35
F 2.30 0.44 -3.51
F 1.36 1.90 -2.33
H -4.14 -0.61 -1.63
H -3.74 -1.84 -0.48
H -1.46 -1.35 0.77
H 0.19 -3.39 -0.59
H -1.96 -3.77 0.04
H -1.39 1.34 -3.44
H -1.85 -0.31 -3.50
H 0.49 -0.43 -1.92
H 0.29 -0.83 -3.59
F 0.11 -0.47 2.05
C 0.99 0.29 2.76
C 0.54 1.48 3.29
C 1.42 2.27 4.01
C 2.73 1.87 4.19
C 3.17 0.66 3.65
C 2.29 -0.14 2.94
H -0.49 1.78 3.13
H 1.08 3.21 4.42
H 3.42 2.49 4.75
H 4.19 0.34 3.79
H 2.60 -1.09 2.52
*
```



# 3
Computed, not measured: C4H3LiOPb as an isolated structure, with ωB97M-V/def2-TZVPD.

## Properties
Relative energy (zero: lowest compared OMol25 entry of this formula, charge and spin)   0.0 kJ/mol
HOMO level   -18.147 eV
Frontier orbital gap   7.359 eV
Electronic energy   -11675.1457 eV

```
! RIJCOSX wB97M-V def2-TZVPD def2/J DEFGRID3
* xyz 2 1
C 0.50 0.67 1.79
C 0.53 1.88 1.38
H 1.04 2.77 1.02
Pb 0.33 -1.47 2.21
O -1.02 2.13 3.93
C -1.62 1.90 2.90
C -1.08 1.40 1.67
Li 0.92 2.02 3.98
H -2.66 1.41 2.58
H -1.66 1.28 0.75
*
```



# 4
Computed, not measured: C8H10Cr2N7O15 as an isolated structure, with ωB97M-V/def2-TZVPD.

## Properties
HOMO level (alpha / beta)   -7.781 / -7.791 eV
Frontier orbital gap (alpha / beta)   2.464 / 4.333 eV
Electronic energy   -106422.8265 eV

```
! RIJCOSX wB97M-V def2-TZVPD def2/J DEFGRID3
* xyz 0 8
Cr 16.81 24.24 1.61
Cr 16.42 20.79 5.11
N 18.17 19.25 6.52
O 18.49 20.17 5.73
O 18.96 18.53 7.13
O 16.97 19.23 6.61
N 17.64 21.04 2.05
O 18.28 20.35 1.27
O 17.28 20.62 3.15
O 17.32 22.20 1.84
N 17.01 26.87 1.73
O 15.95 26.20 1.77
O 17.20 28.00 1.95
O 17.94 26.08 1.60
N 17.62 23.85 4.74
O 17.25 22.75 5.21
O 18.38 24.60 5.28
O 17.17 24.20 3.64
N 14.26 22.70 3.04
O 13.05 22.71 3.20
O 14.96 22.03 3.75
O 14.83 23.52 2.28
N 17.79 23.58 7.93
C 18.64 22.48 7.86
C 18.24 21.60 8.79
C 16.98 21.94 9.20
C 16.78 23.27 8.77
H 17.84 24.40 7.35
H 19.41 22.44 7.10
H 18.69 20.63 8.97
H 16.32 21.35 9.81
H 15.99 23.97 9.00
N 20.11 29.02 4.36
C 19.98 27.68 4.18
C 20.74 27.08 5.21
C 21.37 28.08 5.85
C 20.95 29.28 5.39
H 19.61 29.75 3.87
H 19.39 27.32 3.36
H 20.86 26.04 5.45
H 22.02 27.94 6.70
H 21.28 30.28 5.64
*
```



# 5
Computed, not measured: one molecule with the formula C4H8OS, with ωB97M-V/def2-TZVPD.

## Properties
Relative energy (zero: lowest compared OMol25 entry of this formula, charge and spin)   292.0 kJ/mol
HOMO level   -8.728 eV
SMILES   CC(C)OC=S
Frontier orbital gap   9.192 eV
Electronic energy   -17157.4241 eV

```
! RIJCOSX wB97M-V def2-TZVPD def2/J DEFGRID3
* xyz 0 1
C 0.77 -0.93 -0.93
C 0.34 0.05 0.15
C -0.18 -0.68 1.31
C -0.70 1.88 -0.70
H 0.24 -0.38 -1.89
H 0.02 -1.86 -0.88
H 1.77 -1.30 -0.82
H 1.08 0.74 0.71
H -0.93 -0.14 1.91
H 0.76 -1.03 1.98
H -0.62 -1.83 1.17
H 0.34 2.14 -0.73
O -0.76 0.64 -0.42
S -2.11 2.71 -0.87
*
```



# 6
Computed, not measured: C19H20AsN3O6S2TeV as an isolated structure, with ωB97M-V/def2-TZVPD.

## Properties
Relative energy (zero: lowest compared OMol25 entry of this formula, charge and spin)   39.4 kJ/mol
HOMO level (alpha / beta)   -7.826 / -8.328 eV
Frontier orbital gap (alpha / beta)   7.922 / 8.420 eV
Electronic energy   -152273.9331 eV

```
! RIJCOSX wB97M-V def2-TZVPD def2/J DEFGRID3
* xyz 0 4
V 0.56 0.59 0.86
O 2.34 -1.16 -1.66
As 1.48 0.36 -1.44
O 1.98 1.34 -2.63
O 2.55 1.01 0.31
C 3.62 0.42 0.86
C 4.88 0.66 0.31
C 6.01 0.13 0.90
C 5.91 -0.65 2.04
C 4.66 -0.92 2.59
C 3.53 -0.38 2.00
S 1.95 -0.88 2.59
O 1.16 0.36 2.88
O 2.08 -1.80 3.66
O 1.28 -1.38 1.33
H 2.12 -1.75 -0.92
H 4.95 1.26 -0.59
H 6.97 0.32 0.46
H 6.80 -1.06 2.50
H 4.56 -1.54 3.46
N 1.67 3.71 -0.80
N 0.42 4.19 -1.15
C -0.68 3.80 -0.49
N -1.84 4.37 -0.90
S -0.75 2.72 0.80
H 2.30 4.47 -0.59
H 2.03 3.08 -1.53
H 0.31 4.70 -2.02
H -1.84 5.22 -1.44
H -2.67 4.13 -0.39
Te -1.81 -0.71 1.39
C -1.58 -2.46 0.24
C -1.36 -2.39 -1.13
C -1.18 -3.55 -1.86
C -1.19 -4.78 -1.22
C -1.40 -4.85 0.14
C -1.60 -3.69 0.88
C -3.44 0.09 0.31
C -4.73 -0.12 0.78
C -5.81 0.37 0.07
C -5.61 1.07 -1.11
C -4.32 1.28 -1.58
C -3.23 0.80 -0.87
H -1.35 -1.43 -1.64
H -1.01 -3.49 -2.93
H -1.03 -5.69 -1.79
H -1.40 -5.81 0.65
H -1.75 -3.76 1.95
H -4.90 -0.66 1.70
H -6.81 0.21 0.43
H -6.45 1.45 -1.67
H -4.16 1.82 -2.50
H -2.23 0.98 -1.23
*
```



# 7
Computed, not measured: C23H25N3O5 as an isolated structure, with ωB97M-V/def2-TZVPD.

## Properties
Relative energy (zero: lowest compared OMol25 entry of this formula, charge and spin)   2425.0 kJ/mol
HOMO level   -7.910 eV
Frontier orbital gap   8.191 eV
Electronic energy   -38941.4364 eV

```
! RIJCOSX wB97M-V def2-TZVPD def2/J DEFGRID3
* xyz 0 1
C -4.51 -2.90 1.23
H -5.45 -2.97 0.85
O -3.69 -2.58 -0.08
C -2.44 -2.55 0.00
C -1.71 -2.83 1.03
C -0.42 -2.59 1.18
C 0.17 -2.31 0.10
C -0.51 -2.00 -1.34
C -1.91 -2.17 -1.27
H -2.41 -2.13 -2.08
H -0.07 -1.57 -2.13
N 1.57 -1.88 -0.22
C 2.38 -1.39 0.70
O 1.96 -0.78 1.92
C 3.71 -0.88 0.06
N 3.71 0.41 -0.33
C 4.10 1.42 0.44
C 2.80 2.07 1.20
N 1.88 2.55 0.12
C 1.41 1.35 -0.54
C 2.65 0.78 -1.45
H 2.33 0.02 -1.83
H 3.08 1.69 -1.96
H 0.67 1.69 -1.25
H 0.96 0.67 -0.33
C 0.70 3.01 0.91
C -0.70 2.48 0.31
C -1.18 3.58 -0.78
C -2.51 3.08 -1.24
C -3.09 2.00 -0.79
C -2.62 1.39 0.15
C -1.46 1.55 0.67
H -1.03 1.01 1.64
O -3.55 0.16 0.49
C -4.62 0.36 -0.41
O -4.29 1.73 -1.22
H -4.64 -0.49 -1.19
H -5.53 0.61 0.40
H -2.84 3.75 -2.15
H -0.76 4.39 -1.01
H 0.84 4.00 1.12
H 0.48 2.68 2.19
H 3.01 3.00 1.67
H 2.46 1.24 1.90
H 4.74 1.38 1.03
H 4.61 2.30 -0.29
C 3.97 -2.08 -0.81
C 2.61 -2.59 -1.10
O 2.14 -3.03 -2.16
H 4.33 -2.75 -0.41
H 4.41 -1.58 -1.81
H 4.52 -0.84 0.91
H 0.41 -2.56 1.93
H -2.13 -2.98 2.22
H -4.30 -2.14 1.96
H -4.22 -3.75 1.83
*
```



# 8
Computed, not measured: a 2-piece molecular cluster, C26H32BrN3O3 overall, with ωB97M-V/def2-TZVPD.

## Properties
HOMO level   -9.162 eV
SMILES   [H]/N=C(\N)NCCCCc1cc(CCCBr)c2c(c1)C(=O)c1ccccc1C2=O.C1CCOC1
Frontier orbital gap   8.373 eV
Electronic energy   -108136.6855 eV

```
! RIJCOSX wB97M-V def2-TZVPD def2/J DEFGRID3
* xyz 0 1
N -2.39 -0.22 -3.59
C -2.22 0.95 -4.06
N -3.22 1.59 -4.90
N -1.09 1.73 -3.87
C -0.11 1.11 -2.97
C -0.29 1.51 -1.50
C 0.72 0.67 -0.66
C 1.47 1.51 0.42
C 1.34 0.84 1.78
C 2.31 0.03 2.32
C 2.21 -0.57 3.56
C 3.37 -1.44 4.01
C 3.07 -2.96 4.07
C 2.13 -3.46 2.96
Br 1.44 -5.23 3.55
C 1.04 -0.33 4.27
C 0.04 0.48 3.73
C 0.17 1.06 2.50
C -1.27 0.78 4.45
O -2.17 1.36 3.86
C -1.38 0.37 5.88
C -2.46 0.80 6.63
C -2.56 0.41 7.95
C -1.59 -0.43 8.48
C -0.52 -0.84 7.74
C -0.40 -0.44 6.42
C 0.83 -0.90 5.64
O 1.58 -1.69 6.19
H -3.29 -0.57 -3.89
H -3.68 0.90 -5.47
H -3.91 2.03 -4.29
H -0.63 1.86 -4.78
H 0.88 1.52 -3.26
H -0.01 0.02 -3.09
H -0.05 2.57 -1.39
H -1.32 1.33 -1.17
H 1.47 0.23 -1.33
H 0.13 -0.08 -0.14
H 2.53 1.66 0.19
H 1.03 2.51 0.50
H 3.23 -0.14 1.75
H 3.71 -1.12 5.00
H 4.19 -1.26 3.31
H 4.03 -3.47 3.91
H 2.72 -3.31 5.04
H 1.24 -2.86 2.81
H 2.67 -3.68 2.04
H -0.64 1.67 2.11
H -3.20 1.45 6.19
H -3.39 0.76 8.55
H -1.72 -0.74 9.51
H 0.24 -1.50 8.16
C -0.77 0.23 -9.11
C 0.02 -0.67 -8.18
C 0.38 0.29 -7.05
O -0.68 1.25 -6.98
C -1.52 1.12 -8.13
H -1.44 -0.31 -9.79
H -0.09 0.83 -9.72
H -0.62 -1.47 -7.80
H 0.89 -1.13 -8.64
H 1.31 0.82 -7.27
H 0.48 -0.22 -6.09
H -2.46 0.66 -7.82
H -1.73 2.11 -8.54
*
```